Record 1
# C26H37N2O3S2

3 unconnected molecules or ions with the total composition C26H37N2O3S2 (ωB97M-V/def2-TZVPD, OMol25).

```
70
Properties=species:S:1:pos:R:3:lowdin_charge:R:1
S 2.19 -3.74 2.02 0.732
C 1.30 -2.45 2.50 -1.019
S 1.91 -0.80 2.17 0.919
C 2.39 -0.88 0.42 -0.439
C 1.21 -0.56 -0.57 -0.230
C 0.20 0.43 0.04 -0.155
C -0.63 1.21 -1.02 -0.286
C -2.03 0.60 -1.27 -0.044
N -2.03 -0.56 -2.23 0.090
C -0.82 -0.60 -3.13 -0.071
C -0.35 0.84 -3.35 -0.170
O 0.11 1.50 -2.20 -0.071
N 0.10 -2.68 3.20 -0.065
C -0.80 -3.59 2.54 -0.290
C -1.46 -4.51 3.33 0.002
C -2.30 -5.43 2.75 -0.068
C -2.51 -5.46 1.39 -0.080
C -1.86 -4.54 0.59 -0.084
C -1.02 -3.63 1.18 -0.080
C -0.56 -1.47 3.64 -0.274
C -1.73 -0.96 3.11 -0.035
C -2.29 0.18 3.65 -0.094
C -1.70 0.84 4.70 -0.103
C -0.52 0.34 5.23 -0.067
C 0.02 -0.80 4.70 -0.056
H 2.73 -1.90 0.19 0.036
H 3.24 -0.21 0.27 0.085
H 0.78 -1.54 -0.80 0.087
H 1.69 -0.20 -1.48 0.117
H -0.46 -0.15 0.70 0.088
H 0.75 1.20 0.58 0.086
H -0.83 2.18 -0.54 0.137
H -2.42 0.24 -0.31 0.135
H -2.72 1.39 -1.59 0.144
H -2.84 -0.44 -2.84 0.182
H -2.17 -1.46 -1.77 0.181
H -0.05 -1.28 -2.79 0.125
H -1.17 -0.96 -4.10 0.143
H 0.51 0.77 -4.04 0.129
H -1.13 1.40 -3.90 0.139
H -1.30 -4.52 4.41 0.133
H -2.79 -6.16 3.38 0.116
H -3.15 -6.19 0.92 0.111
H -1.97 -4.54 -0.49 0.102
H -0.51 -2.91 0.54 0.097
H -2.23 -1.46 2.29 0.111
H -3.21 0.61 3.27 0.111
H -2.13 1.74 5.14 0.113
H 0.00 0.83 6.04 0.117
H 0.94 -1.19 5.12 0.129
C 2.15 1.57 -7.38 -0.023
C 2.95 1.34 -6.13 -0.503
O 2.73 0.39 -5.39 0.043
C 4.05 2.32 -5.82 -0.019
H 1.39 0.80 -7.47 0.079
H 1.65 2.54 -7.32 0.087
H 2.80 1.54 -8.25 0.090
H 3.64 3.32 -5.70 0.089
H 4.79 2.32 -6.63 0.091
H 4.55 2.03 -4.90 0.084
C 0.89 5.46 2.13 -0.014
C 0.43 4.07 1.79 -0.479
O 0.68 3.56 0.72 0.058
C -0.38 3.34 2.83 -0.014
H 1.46 5.87 1.29 0.085
H 0.04 6.11 2.32 0.090
H 1.54 5.43 3.01 0.091
H -1.29 3.89 3.05 0.095
H 0.21 3.22 3.74 0.094
H -0.65 2.35 2.46 0.063
```

## Properties
- Charge: +1
- HOMO level: -10.217 eV
- HOMO-LUMO gap: 7.076 eV

=====

Record 2
# C7H8LiO8Rb

A molecular structure, C7H8LiO8Rb (ωB97M-V/def2-TZVPD, OMol25).

```
25
Properties=species:S:1:pos:R:3:lowdin_charge:R:1
O -1.22 -1.13 1.01 -0.215
O -1.06 1.04 0.54 -0.134
C 0.24 1.07 1.14 -0.187
C 0.14 1.30 2.64 -0.170
O 1.44 1.48 3.21 -0.020
C -1.76 -0.13 0.48 -0.411
H 0.79 0.15 0.92 0.115
H 0.77 1.92 0.67 0.126
H -0.28 0.41 3.13 0.121
H -0.49 2.17 2.85 0.124
O 3.09 2.81 3.79 -0.095
O 1.32 3.70 2.81 -0.075
C 1.96 2.72 3.26 -0.839
O -0.72 -2.64 -1.92 0.078
C -1.91 -2.37 -2.40 -0.575
C 0.30 -2.39 -2.91 -0.072
O -2.92 -2.25 -1.71 0.033
O -1.88 -2.08 -3.69 0.091
C -0.53 -2.17 -4.18 -0.078
H 0.95 -3.27 -2.96 0.134
H 0.87 -1.51 -2.60 0.142
H -0.47 -3.00 -4.89 0.132
H -0.29 -1.23 -4.69 0.136
Li -2.77 -1.91 0.18 0.677
Rb 4.42 7.33 5.31 0.963
```

## Properties
- Energy relative to the best compared isomer or geometry (same formula, charge and spin): 0.0 kcal/mol
- HOMO level: -5.891 eV
- HOMO-LUMO gap: 3.971 eV

=====

Record 3
# C38H40F4O5

5 unconnected molecules or ions with the total composition C38H40F4O5 (ωB97M-V/def2-TZVPD, OMol25).

```
87
Properties=species:S:1:pos:R:3:lowdin_charge:R:1
C 7.09 -5.12 2.30 -0.088
C 7.21 -5.81 0.83 -0.239
O 6.65 -4.89 -0.14 -0.200
C 5.46 -5.43 -0.78 -0.160
C 4.42 -4.17 -0.88 -0.149
O 5.24 -3.00 -1.12 -0.119
C 4.46 -1.81 -1.28 -0.176
O 3.17 -1.82 -0.61 -0.016
C 3.28 -1.53 0.77 -0.412
O 3.91 -0.57 1.26 0.094
O 2.62 -2.46 1.65 -0.031
C 1.28 -1.91 1.82 -0.146
C 0.11 -2.87 1.28 -0.137
C -0.85 -3.47 2.36 -0.017
C -2.02 -4.36 1.88 -0.037
C -2.16 -4.60 0.35 -0.206
C -3.43 -5.50 -0.10 -0.093
C -1.18 -4.04 -0.72 -0.029
C -0.01 -3.14 -0.23 -0.009
H 6.85 -4.01 2.24 0.080
H 8.10 -5.21 2.84 0.071
H 6.30 -5.61 2.96 0.068
H 6.74 -6.86 0.80 0.118
H 8.34 -5.87 0.61 0.121
H 4.94 -6.25 -0.18 0.128
H 5.75 -5.76 -1.85 0.132
H 3.92 -4.13 0.16 0.131
H 3.62 -4.37 -1.68 0.138
H 4.24 -1.57 -2.39 0.157
H 5.12 -0.94 -0.91 0.157
H 1.20 -0.94 1.19 0.140
H 1.09 -1.64 2.91 0.134
H -0.68 -3.25 3.48 0.102
H -2.74 -4.81 2.65 0.097
H -3.97 -5.93 0.82 0.076
H -4.18 -4.78 -0.60 0.065
H -3.12 -6.29 -0.86 0.080
H -1.30 -4.23 -1.84 0.100
H 0.73 -2.71 -0.98 0.094
F 1.59 3.73 4.55 0.048
C 1.59 3.36 3.26 -0.283
C 2.54 2.47 2.81 -0.005
C 2.53 2.08 1.47 -0.082
C 1.58 2.60 0.60 -0.093
C 0.63 3.51 1.07 -0.084
C 0.63 3.89 2.41 -0.019
H 3.28 2.07 3.50 0.120
H 3.27 1.37 1.11 0.077
H 1.57 2.30 -0.44 0.100
H -0.11 3.92 0.39 0.104
H -0.11 4.59 2.79 0.109
F -5.07 -3.65 -2.47 0.046
C -5.37 -2.34 -2.43 -0.287
C -6.63 -1.91 -2.82 -0.020
C -6.94 -0.56 -2.76 -0.081
C -5.98 0.36 -2.33 -0.100
C -4.71 -0.08 -1.95 -0.087
C -4.41 -1.44 -1.99 -0.010
H -7.36 -2.64 -3.16 0.115
H -7.92 -0.21 -3.06 0.104
H -6.22 1.41 -2.30 0.100
H -3.97 0.63 -1.62 0.103
H -3.43 -1.80 -1.69 0.109
F -3.53 1.96 -3.77 0.055
C -3.91 2.26 -5.03 -0.286
C -4.95 3.14 -5.23 -0.021
C -5.34 3.45 -6.53 -0.083
C -4.69 2.86 -7.61 -0.098
C -3.64 1.97 -7.39 -0.083
C -3.24 1.67 -6.09 -0.016
H -5.46 3.58 -4.38 0.114
H -6.16 4.15 -6.70 0.105
H -5.00 3.10 -8.62 0.101
H -3.14 1.51 -8.23 0.105
H -2.43 0.99 -5.91 0.116
F 2.40 9.84 5.55 0.061
C 1.38 8.98 5.38 -0.290
C 0.12 9.47 5.10 -0.022
C -0.94 8.57 4.92 -0.086
C -0.71 7.21 5.04 -0.100
C 0.57 6.73 5.33 -0.082
C 1.62 7.62 5.50 -0.011
H -0.04 10.54 5.02 0.115
H -1.93 8.94 4.69 0.103
H -1.53 6.51 4.90 0.100
H 0.74 5.66 5.43 0.087
H 2.62 7.27 5.72 0.118
```

## Properties
- HOMO level: -8.679 eV
- HOMO-LUMO gap: 9.070 eV
- SMILES: CCOCCOCOC(=O)OCc1ccc(C)cc1.Fc1ccccc1.Fc1ccccc1.Fc1ccccc1.Fc1ccccc1

=====

Record 4
# C4H6ClOP

A single C4H6ClOP molecule (ωB97M-V/def2-TZVPD, OMol25).

```
13
Properties=species:S:1:pos:R:3:lowdin_spin:R:1
C -0.79 1.04 -0.69 0.762
C -0.76 2.19 -1.10 0.883
C -0.70 -0.34 -0.39 0.162
C 0.32 -0.63 0.81 0.019
O 1.40 -2.74 -0.46 0.005
P 1.77 -1.55 0.22 0.002
Cl 2.91 -1.77 1.89 0.002
H 2.55 -0.64 -0.47 0.000
H -0.82 3.23 -1.32 0.073
H -1.82 -0.70 -0.17 0.037
H -0.39 -1.01 -1.10 0.050
H 0.45 0.31 1.18 0.004
H 0.06 -1.23 1.63 0.001
```

## Properties
- Energy relative to the best compared isomer or geometry (same formula, charge and spin): 71.7 kcal/mol
- 2S+1: 3
- HOMO level (spin up / spin down): -4.962 / -10.520 eV
- HOMO-LUMO gap (spin up / spin down): 5.781 / 7.756 eV

=====

Record 5
# CH4N2O

A single CH4N2O molecule (ωB97M-V/def2-TZVPD, OMol25).

```
8
Properties=species:S:1:pos:R:3:lowdin_charge:R:1
C -0.46 -0.02 0.61 -0.313
N 0.02 -0.92 -0.33 -0.016
N 0.79 -0.37 -1.20 0.092
O -0.33 1.41 0.46 -0.020
H -1.45 -0.29 0.83 0.104
H -0.05 -0.25 1.57 0.117
H 0.32 1.51 -0.16 0.007
H 1.17 -1.07 -1.78 0.030
```

## Properties
- Energy relative to the best compared isomer or geometry (same formula, charge and spin): 72.2 kcal/mol
- HOMO level: -10.149 eV
- HOMO-LUMO gap: 10.481 eV
- SMILES: [H]/N=N/CO

=====

Record 6
# C3H3N5

A single C3H3N5 molecule (ωB97M-V/def2-TZVPD, OMol25).

```
11
Properties=species:S:1:pos:R:3:lowdin_charge:R:1
C 1.22 -0.04 -0.24 -0.464
C -0.74 1.33 -0.34 -0.043
C -1.53 0.13 0.25 -0.086
H 2.45 -0.95 1.21 0.151
H -1.02 2.23 -0.66 0.059
H -2.37 0.39 0.90 0.084
N 2.28 0.09 0.60 0.086
N 0.46 1.05 -0.71 0.106
N -1.26 -1.19 0.41 0.065
N -0.26 -1.75 -0.57 -0.012
N 0.78 -1.29 -0.86 0.053
```

## Properties
- Energy relative to the best compared isomer or geometry (same formula, charge and spin): 113.3 kcal/mol
- HOMO level: -9.407 eV
- HOMO-LUMO gap: 8.186 eV
- SMILES: [H]/N=c1/nccnnn1

=====

Record 7
# C4H12N2S2

A gas-phase ion, C4H12N2S2 (charge +1) (ωB97M-V/def2-TZVPD, OMol25).

```
20
Properties=species:S:1:pos:R:3:lowdin_spin:R:1
S -3.39 -1.61 -1.98 0.309
S -2.05 -1.42 -0.50 0.546
C -1.23 0.18 -0.74 0.068
C 0.02 0.26 0.08 0.007
C 0.55 1.71 0.31 0.002
N 1.22 1.67 1.64 0.008
N 1.00 -0.68 -0.56 0.001
C 1.37 -1.87 0.27 0.003
H -4.28 -0.71 -1.86 0.029
H -0.97 0.41 -1.72 0.009
H -2.00 0.97 -0.44 0.017
H -0.31 -0.04 1.11 0.000
H -0.23 2.34 0.26 0.000
H 1.33 1.94 -0.40 0.000
H 2.12 2.07 1.72 0.000
H 0.49 1.83 2.35 0.000
H 1.88 -0.23 -0.72 0.000
H 2.02 -2.64 -0.48 0.000
H 1.92 -1.68 1.25 0.001
H 0.52 -2.49 0.41 0.001
```

## Properties
- Charge: +1
- Energy relative to the best compared isomer or geometry (same formula, charge and spin): 42.0 kcal/mol
- 2S+1: 2
- HOMO level (spin up / spin down): -12.455 / -12.406 eV
- HOMO-LUMO gap (spin up / spin down): 7.995 / 3.968 eV

=====

Record 8
# C7H5ClN2OS

A single C7H5ClN2OS molecule (ωB97M-V/def2-TZVPD, OMol25).

```
17
Properties=species:S:1:pos:R:3:lowdin_charge:R:1
C 2.80 -0.92 -0.98 -0.157
C -1.43 -0.77 -0.53 -0.061
C -0.04 -0.93 -0.45 -0.014
C -2.08 0.48 -0.58 -0.035
C 0.75 0.19 -0.41 -0.270
C -1.07 1.54 -0.65 -0.691
C 2.26 0.04 -0.05 -0.349
N 3.00 -1.79 -1.69 0.197
N 0.25 1.34 -0.53 0.082
O 2.86 1.24 -0.33 -0.555
S 2.82 2.59 0.62 0.863
Cl -1.60 3.16 -0.56 0.694
H -1.97 -1.67 -0.72 0.099
H 0.42 -1.91 -0.66 0.121
H -3.16 0.52 -0.79 0.114
H 2.42 -0.25 0.98 0.157
H 1.72 3.13 0.26 -0.195
```

## Properties
- Energy relative to the best compared isomer or geometry (same formula, charge and spin): 0.0 kcal/mol
- HOMO level: -9.459 eV
- HOMO-LUMO gap: 9.623 eV
- SMILES: N#C[C@@H](OS)c1cccc(Cl)n1

=====

| no. | F_max (eV/Å) | total energy (Ha) | molar mass (u) |
| --- | --- | --- | --- |
| 1 | 2.5 | -2144.24466 | 489.7 |
| 2 | 3.2 | -905.05136 | 312.5 |
| 3 | 5.1 | -2247.40141 | 652.7 |
| 4 | 9.2 | -1032.55296 | 136.5 |
| 5 | 4.3 | -225.17700 | 60.1 |
| 6 | 8.4 | -389.68808 | 109.1 |
| 7 | 4.8 | -1065.11201 | 152.3 |
| 8 | 3.9 | -1312.79465 | 200.7 |